[1]
DFT (ωB97M-V with the def2-TZVPD basis set) results for a molecular structure, C19H36As3BrNO2RhS at a distorted geometry.

The energy above the lowest of the compared OMol25 structures with the same formula, charge and spin comes out at 0.0 kcal/mol. Its total charge is +2. The maximum force is 2.11 eV/A. Its LUMO energy is -8.00 eV. The spin multiplicity is 1.

```
64
Properties=species:S:1:pos:R:3:lowdin_charge:R:1
Rh -0.07 -0.27 -0.22 0.483
C -3.65 0.13 -0.76 -0.228
As -2.21 0.36 0.48 1.135
C -2.70 -0.72 1.99 -0.199
C -2.31 2.16 1.17 -0.284
C -1.83 3.32 0.29 -0.682
C -2.25 4.61 1.01 -0.054
C -0.30 3.34 0.19 -0.308
As 0.59 1.97 -0.85 1.137
C 0.53 2.57 -2.68 -0.260
C 2.42 2.25 -0.35 -0.216
C -2.49 3.25 -1.10 -0.390
As -2.19 4.84 -2.27 1.126
C -2.92 4.01 -3.88 -0.322
C -3.79 5.87 -1.81 -0.319
H -4.53 0.61 -0.33 0.060
H -3.85 -0.93 -0.89 0.050
H -3.42 0.57 -1.73 0.028
H -3.69 -0.38 2.29 0.063
H -1.99 -0.58 2.80 0.044
H -2.74 -1.77 1.71 0.058
H -1.77 2.13 2.12 0.097
H -3.37 2.29 1.39 0.107
H -1.84 4.65 2.02 0.102
H -3.34 4.68 1.07 0.101
H -1.89 5.49 0.47 0.073
H 0.15 3.28 1.18 0.096
H 0.02 4.27 -0.27 0.084
H 0.58 3.66 -2.69 0.029
H -0.38 2.24 -3.18 0.010
H 1.39 2.16 -3.21 0.046
H 2.61 3.31 -0.54 0.061
H 3.10 1.64 -0.94 0.048
H 2.56 2.03 0.71 0.039
H -3.57 3.11 -0.99 0.084
H -2.11 2.39 -1.66 0.022
H -2.24 3.26 -4.28 0.005
H -3.05 4.78 -4.64 0.032
H -3.90 3.55 -3.68 0.033
H -3.63 6.45 -0.90 0.018
H -4.65 5.22 -1.68 0.035
H -3.98 6.55 -2.63 0.033
Br 2.55 1.30 6.68 0.826
C 1.94 -0.07 5.55 -0.665
C 1.83 -1.38 6.03 -0.128
N 1.42 -2.40 5.29 0.109
C 1.11 -2.16 4.02 -0.056
C 1.18 -0.88 3.46 -0.133
C 1.60 0.19 4.25 -0.041
C 0.79 -0.68 2.07 -0.540
O 0.38 0.48 1.65 -0.207
O 0.81 -1.62 1.21 -0.066
H 2.09 -1.60 7.06 0.120
H 0.79 -3.01 3.42 0.130
H 1.66 1.19 3.84 0.118
C -0.35 -1.16 -3.50 -0.328
S -0.44 -1.85 -1.84 0.776
C 1.14 -2.71 -1.73 -0.317
H -0.34 -1.99 -4.21 0.064
H 0.55 -0.56 -3.61 0.045
H -1.24 -0.56 -3.66 0.045
H 1.97 -2.04 -1.95 0.060
H 1.12 -3.53 -2.44 0.068
H 1.23 -3.10 -0.72 0.041
```

---

[2]
DFT (ωB97M-V with the def2-TZVPD basis set) results for a single C4H2O2 molecule.

The energy above the lowest of the compared OMol25 structures with the same formula, charge and spin comes out at 38.8 kcal/mol. The maximum force is 0.92 eV/A. Its LUMO energy is -0.57 eV. The spin multiplicity is 1.

```
8
Properties=species:S:1:pos:R:3:lowdin_charge:R:1
O -1.56 0.35 1.05 0.091
C -1.54 -0.34 0.05 -0.246
C -0.30 -0.49 -0.67 0.050
C 0.89 -0.50 -1.00 0.083
C 1.52 0.39 0.06 -0.309
O 1.78 0.03 1.17 0.078
H -2.40 -0.87 -0.36 0.121
H 1.60 1.43 -0.30 0.131
```

---

[3]
DFT (ωB97M-V with the def2-TZVPD basis set) results for a molecular structure, C35H51Cl2CoN3O4SbSe2Si3 at a distorted geometry.

The energy above the lowest of the compared OMol25 structures with the same formula, charge and spin comes out at 173.6 kcal/mol. Its total charge is -2. The maximum force is 4.69 eV/A. Its LUMO energy (spin up / spin down) is 4.24 / 4.21 eV. The spin multiplicity is 5.

```
102
Properties=species:S:1:pos:R:3:lowdin_charge:R:1
Co -0.94 -0.35 0.06 0.103
O -5.82 -0.51 0.39 -0.206
C -5.78 -1.41 -0.67 -0.275
C -4.35 -1.47 -1.27 -0.552
C -4.42 -2.11 -2.70 -0.199
O -3.33 -1.78 -3.55 -0.108
C -3.49 -2.32 -0.33 -0.376
Se -3.11 -1.12 1.28 0.540
C -4.01 -0.04 -1.33 -0.433
Se -3.21 0.90 0.30 0.385
H -6.67 -0.02 0.36 0.107
H -6.53 -1.18 -1.40 0.107
H -6.04 -2.42 -0.27 0.119
H -5.31 -1.70 -3.24 0.125
H -4.51 -3.22 -2.62 0.123
H -2.51 -2.18 -3.15 0.061
H -2.52 -2.60 -0.78 0.051
H -3.99 -3.21 -0.03 0.042
H -4.83 0.65 -1.51 0.047
H -3.25 0.25 -2.07 0.045
C -0.06 1.80 6.31 -0.261
Si -0.67 1.60 4.55 0.346
C -2.40 0.76 4.64 -0.238
C -0.72 3.20 3.56 -0.280
Sb 0.91 -0.18 3.30 1.039
Si 0.68 -2.73 3.98 0.354
C -0.67 -3.32 2.91 -0.291
C 2.45 -3.52 3.74 -0.280
C 0.28 -3.12 5.88 -0.238
Si 3.39 0.53 3.90 0.412
C 3.57 0.55 5.75 -0.240
C 3.28 2.20 3.12 -0.246
C 4.59 -0.73 2.98 -0.212
H 0.95 2.14 6.37 -0.012
H 0.05 0.79 6.67 0.003
H -0.67 2.35 7.00 0.008
H -2.54 -0.16 4.12 -0.045
H -3.27 1.38 4.29 0.031
H -2.55 0.64 5.74 0.013
H 0.26 3.25 3.01 -0.022
H -0.83 4.04 4.23 -0.009
H -1.61 3.21 2.89 0.029
H -1.63 -3.02 3.30 -0.009
H -0.64 -4.45 2.95 0.043
H -0.60 -3.03 1.88 -0.007
H 2.48 -4.54 4.10 -0.014
H 3.23 -2.90 4.25 0.013
H 2.75 -3.70 2.76 -0.038
H 0.59 -2.41 6.66 -0.008
H 0.82 -4.10 6.19 0.027
H -0.80 -3.36 5.90 0.004
H 2.68 0.93 6.25 -0.007
H 4.40 1.15 6.13 0.014
H 3.75 -0.42 6.16 0.013
H 2.27 2.66 3.21 0.016
H 3.38 2.10 1.98 0.035
H 4.05 2.79 3.56 -0.003
H 5.42 -1.03 3.61 0.005
H 4.91 -0.17 2.09 0.000
H 4.01 -1.62 2.66 -0.007
O -0.74 -2.39 -2.30 -0.028
C -0.50 -1.22 -2.69 -0.527
N -0.32 -0.84 -4.03 0.123
C -0.09 0.57 -4.23 -0.241
C -0.40 1.00 -2.71 -0.409
O -0.68 2.15 -2.40 0.020
N -0.30 -0.11 -1.90 0.109
C -1.05 1.36 -5.12 -0.140
C -0.78 2.66 -5.58 -0.030
C -1.72 3.29 -6.39 -0.099
C -2.89 2.69 -6.78 -0.118
C -3.22 1.46 -6.22 -0.086
C -2.33 0.86 -5.35 -0.024
C 1.43 0.68 -4.64 -0.108
C 2.35 0.33 -3.67 0.005
C 3.69 0.17 -4.06 -0.057
C 4.14 0.48 -5.35 -0.114
C 3.20 0.81 -6.30 -0.113
C 1.82 0.89 -5.97 -0.036
H -0.47 -1.48 -4.85 0.178
H 0.09 3.18 -5.28 0.106
H -1.53 4.26 -6.84 0.093
H -3.47 3.14 -7.56 0.081
H -4.18 0.95 -6.36 0.102
H -2.59 -0.13 -5.00 0.089
H 2.06 0.13 -2.72 0.066
H 4.37 -0.23 -3.30 0.092
H 5.21 0.59 -5.61 0.097
H 3.39 0.86 -7.38 0.092
H 1.06 1.19 -6.69 0.102
Cl 0.56 2.78 0.20 0.785
C 1.89 1.74 0.10 -0.664
C 3.08 2.14 -0.55 -0.152
C 4.10 1.25 -0.76 -0.130
C 3.90 -0.12 -0.39 -0.189
C 2.73 -0.55 0.09 -0.642
Cl 2.29 -2.22 0.04 0.708
C 1.68 0.39 0.45 -0.552
N 0.55 -0.14 1.01 -0.341
H 3.03 3.12 -1.04 0.106
H 5.05 1.51 -1.30 0.106
H 4.67 -0.84 -0.64 0.094
```

---

[4]
DFT (ωB97M-V with the def2-TZVPD basis set) results for 2 unconnected molecules or ions with the total composition CH5N3O at a distorted geometry.

The energy above the lowest of the compared OMol25 structures with the same formula, charge and spin comes out at 124.9 kcal/mol. The maximum force is 4.54 eV/A. Its LUMO energy (spin up / spin down) is 0.07 / 0.32 eV. The spin multiplicity is 1.

```
10
Properties=species:S:1:pos:R:3:lowdin_charge:R:1
C 1.05 0.42 -0.03 -0.126
N -1.17 -0.63 1.57 0.041
N -0.78 -0.41 -1.26 -0.042
N 0.01 -0.63 -0.26 -0.192
O -0.56 -0.28 2.52 -0.066
H 1.16 0.38 1.11 0.072
H 2.09 0.32 -0.53 0.105
H 0.81 1.34 -0.33 0.005
H -1.63 -1.06 -1.32 0.135
H -0.96 0.55 -1.47 0.067
```

---

[5]
DFT (ωB97M-V with the def2-TZVPD basis set) results for 13 unconnected molecules or ions with the total composition C48H96Br2O22 at a distorted geometry.

The maximum force is 4.61 eV/A. Its LUMO energy is 0.34 eV. The spin multiplicity is 1.

```
168
Properties=species:S:1:pos:R:3:lowdin_charge:R:1
C 0.74 -5.86 1.82 -0.022
C -0.43 -5.92 0.95 -0.534
O -0.48 -6.62 -0.01 0.081
C -1.46 -4.87 1.22 -0.069
H 0.94 -4.94 2.36 0.067
H 1.69 -6.11 1.35 0.091
H 0.57 -6.60 2.61 0.098
H -1.66 -4.81 2.29 0.049
H -2.39 -5.18 0.75 0.072
H -1.21 -3.89 0.80 0.065
C 5.91 -0.01 1.07 -0.024
C 5.56 1.40 1.35 -0.464
O 4.43 1.64 1.83 0.023
C 6.59 2.44 1.13 -0.014
H 6.96 -0.18 0.83 0.079
H 5.43 -0.34 0.15 0.079
H 5.57 -0.70 1.85 0.065
H 7.08 2.28 0.17 0.093
H 7.38 2.34 1.86 0.093
H 6.22 3.44 1.37 0.090
O -0.58 0.68 -3.97 0.066
C 0.52 0.37 -4.40 -0.501
O 1.61 0.03 -3.68 -0.009
C 1.70 0.22 -2.24 -0.178
C 3.14 0.60 -1.81 -0.057
C 0.82 0.52 -5.91 0.028
H 1.57 -0.75 -1.75 0.101
H 0.91 0.88 -1.88 0.107
H 3.52 1.57 -2.13 0.081
H 3.75 -0.16 -2.30 0.077
H 3.33 0.43 -0.75 0.055
H 1.02 -0.51 -6.20 0.081
H 1.69 1.14 -6.12 0.086
H -0.09 0.86 -6.39 0.080
O -3.35 -2.77 -1.58 0.049
C -3.37 -3.47 -2.63 -0.441
O -3.33 -3.09 -3.95 -0.022
C -3.01 -1.84 -4.35 -0.289
C -3.09 -1.94 -5.87 -0.045
C -3.66 -4.93 -2.46 0.022
H -2.01 -1.47 -4.11 0.108
H -3.73 -1.12 -3.96 0.112
H -4.05 -2.30 -6.24 0.080
H -2.32 -2.68 -6.07 0.079
H -2.76 -1.04 -6.40 0.078
H -4.55 -5.09 -1.84 0.093
H -2.82 -5.35 -1.91 0.079
H -3.81 -5.48 -3.39 0.087
O 0.55 -1.95 1.90 0.060
C 0.29 -0.74 1.87 -0.483
O -0.57 -0.11 1.05 -0.021
C -1.40 -0.81 0.14 -0.204
C -2.39 0.21 -0.48 -0.043
C 0.87 0.19 2.93 0.035
H -1.94 -1.56 0.72 0.040
H -0.78 -1.20 -0.66 0.109
H -2.01 1.17 -0.85 0.064
H -3.10 0.53 0.29 0.047
H -2.97 -0.15 -1.33 0.053
H 1.93 0.27 2.68 0.073
H 0.62 -0.18 3.92 0.073
H 0.36 1.14 2.80 0.079
O -2.52 7.61 2.29 0.127
C -1.89 6.99 1.49 -0.584
O -2.09 5.75 1.12 -0.001
C -2.99 4.97 1.84 -0.227
C -2.78 3.54 1.39 -0.057
C -0.83 7.67 0.70 0.022
H -4.02 5.30 1.67 0.132
H -2.83 4.97 2.92 0.130
H -2.85 3.39 0.32 0.058
H -3.51 2.79 1.72 0.078
H -1.83 3.20 1.80 0.070
H -1.43 8.46 0.25 0.099
H -0.39 7.14 -0.15 0.058
H 0.00 8.11 1.24 0.100
O 7.48 -3.07 4.71 0.073
C 6.98 -2.67 3.64 -0.457
O 5.68 -2.33 3.35 -0.060
C 4.71 -2.43 4.37 -0.220
C 3.63 -1.57 3.82 -0.067
C 7.85 -2.51 2.41 0.013
H 5.11 -2.05 5.31 0.126
H 4.45 -3.47 4.60 0.116
H 3.22 -2.08 2.95 0.075
H 3.96 -0.57 3.55 0.075
H 2.73 -1.50 4.44 0.063
H 7.42 -2.91 1.49 0.090
H 8.88 -2.83 2.59 0.090
H 7.86 -1.42 2.35 0.066
O 0.83 4.29 -3.45 0.067
C 0.28 5.40 -3.43 -0.512
O -0.88 5.71 -2.89 -0.007
C -1.59 4.79 -2.04 -0.189
C -2.47 3.82 -2.85 -0.041
C 0.86 6.66 -4.11 0.021
H -2.16 5.43 -1.37 0.110
H -0.98 4.15 -1.40 0.111
H -2.84 2.99 -2.25 0.058
H -1.91 3.44 -3.70 0.079
H -3.33 4.37 -3.22 0.060
H 1.93 6.50 -4.25 0.079
H 0.81 7.49 -3.41 0.072
H 0.34 6.81 -5.06 0.087
O 4.03 -3.60 -2.34 0.059
C 3.29 -3.59 -1.35 -0.561
O 2.01 -3.70 -1.44 -0.003
C 1.44 -4.15 -2.66 -0.175
C -0.02 -3.64 -2.61 -0.044
C 3.75 -3.14 0.00 0.033
H 1.32 -5.24 -2.60 0.131
H 1.97 -3.75 -3.52 0.126
H -0.53 -3.99 -1.71 0.071
H -0.50 -3.96 -3.53 0.082
H -0.02 -2.55 -2.71 0.062
H 4.73 -2.72 -0.22 0.080
H 3.70 -3.98 0.70 0.098
H 3.14 -2.28 0.30 0.079
O 3.58 6.18 1.19 0.126
C 2.67 6.27 0.42 -0.504
O 1.55 5.42 0.28 -0.051
C 1.51 4.14 0.95 -0.196
C 2.14 2.98 0.13 -0.059
C 2.75 7.31 -0.65 0.019
H 0.45 3.92 1.09 0.098
H 1.98 4.14 1.93 0.118
H 3.18 3.25 -0.03 0.079
H 1.44 2.84 -0.70 0.062
H 2.07 2.01 0.62 0.055
H 3.09 6.88 -1.59 0.091
H 3.39 8.12 -0.31 0.095
H 1.72 7.60 -0.87 0.061
O -5.13 1.87 -0.96 0.036
C -5.75 1.88 -2.05 -0.541
O -6.22 0.87 -2.68 0.018
C -6.05 -0.46 -2.18 -0.181
C -6.65 -1.42 -3.22 -0.048
C -6.00 3.12 -2.86 0.024
H -6.71 -0.54 -1.32 0.094
H -5.02 -0.69 -1.90 0.092
H -7.65 -1.15 -3.57 0.081
H -6.84 -2.41 -2.80 0.079
H -6.02 -1.57 -4.09 0.063
H -6.37 3.95 -2.25 0.098
H -6.67 2.95 -3.70 0.088
H -5.08 3.37 -3.38 0.062
O 2.40 -4.96 4.90 0.073
C 1.62 -5.02 5.84 -0.531
O 0.70 -4.11 6.05 0.019
C 0.28 -3.22 5.03 -0.217
C -0.75 -2.19 5.49 -0.062
C 1.57 -6.21 6.79 0.028
H -0.20 -3.83 4.27 0.115
H 1.06 -2.62 4.56 0.086
H -0.32 -1.54 6.25 0.080
H -1.63 -2.71 5.89 0.077
H -1.13 -1.49 4.74 0.060
H 2.23 -5.89 7.60 0.091
H 2.04 -7.10 6.37 0.086
H 0.54 -6.44 7.03 0.086
Br -3.64 -2.64 2.42 0.753
C -4.92 -1.37 1.70 -0.679
C -6.31 -1.44 2.34 -0.642
Br -7.49 0.03 1.70 0.603
H -5.03 -1.57 0.63 0.044
H -4.45 -0.39 1.81 0.042
H -6.20 -1.40 3.43 0.049
H -6.81 -2.39 2.15 0.055
```